Entry from the Open Molecules 2025 dataset: a 9-piece molecular cluster, C29H78N2O9 overall (the ωB97M-V functional and the def2-TZVPD basis).

energy relative to the best compared isomer or geometry (same formula, charge and spin) = 25.85 kcal/mol
total charge = 0
SMILES = COC[C@H](C)N.COC[C@H](C)N.CC(C)O.CC(C)O.CC(C)O.CC(C)O.CC(C)O.CC(C)O.CC(C)O
HOMO level = -9.24 eV
E_tot = -1938.2551 a.u.
gap between HOMO and LUMO = 9.91 eV

Each atom is followed by the atoms it is bonded to, with distances in Å.
CARTESIAN COORDINATES (ANGSTROEM)
1 C -2.68 7.47 -0.89  O2 1.444, H7 1.097, H8 1.103, H9 1.101
2 O -1.39 7.24 -1.49  C1 1.444, C3 1.394
3 C -0.45 6.71 -0.60  O2 1.394, C4 1.583, H10 1.114, H11 1.073
4 C 0.96 6.68 -1.32  C3 1.583, C5 1.539, N6 1.490, H12 1.087
5 C 1.99 6.52 -0.19  C4 1.539, H13 1.112, H14 1.071, H15 1.086
6 N 1.21 7.85 -2.22  C4 1.490, H16 1.060, H17 1.000
7 H -3.25 6.53 -0.75  C1 1.097
8 H -3.19 8.23 -1.51  C1 1.103
9 H -2.49 7.99 0.05  C1 1.101
10 H -0.47 7.40 0.27  C3 1.114
11 H -0.70 5.71 -0.32  C3 1.073
12 H 0.92 5.86 -2.03  C4 1.087
13 H 2.25 7.53 0.19  C5 1.112
14 H 2.87 6.13 -0.64  C5 1.071
15 H 1.58 5.83 0.55  C5 1.086
16 H 0.25 8.19 -2.52  N6 1.060
17 H 1.54 8.57 -1.61  N6 1.000
18 C -1.01 -2.21 -3.06  O19 1.427, H24 1.059, H25 1.097, H26 1.068
19 O -1.27 -3.47 -2.45  C18 1.427, C20 1.404
20 C -2.42 -4.04 -3.03  O19 1.404, C21 1.521, H27 1.108, H28 1.095
21 C -2.40 -5.48 -2.55  C20 1.521, C22 1.510, N23 1.465, H29 1.084
22 C -3.62 -6.19 -3.10  C21 1.510, H30 1.093, H31 1.113, H32 1.096
23 N -2.42 -5.49 -1.08  C21 1.465, H33 0.973, H34 1.014
24 H -0.65 -2.30 -4.06  C18 1.059
25 H -0.19 -1.76 -2.48  C18 1.097
26 H -1.86 -1.57 -2.98  C18 1.068
27 H -3.40 -3.60 -2.74  C20 1.108
28 H -2.33 -3.88 -4.11  C20 1.095
29 H -1.55 -5.95 -3.03  C21 1.084
30 H -3.60 -7.28 -3.04  C22 1.093
31 H -3.71 -5.98 -4.19  C22 1.113
32 H -4.51 -5.80 -2.59  C22 1.096
33 H -1.60 -5.17 -0.67  N23 0.973
34 H -2.83 -6.34 -0.72  N23 1.014
35 C 0.46 -5.39 1.80  C36 1.555, H39 1.109, H40 1.073, H41 1.137
36 C 0.94 -4.62 0.54  C35 1.555, C37 1.539, O38 1.451, H42 1.131
37 C 0.98 -5.61 -0.64  C36 1.539, H43 1.067, H44 1.166, H45 1.094
38 O -0.04 -3.60 0.22  C36 1.451, H46 1.011
39 H 1.26 -6.11 2.06  C35 1.109
40 H -0.45 -5.94 1.61  C35 1.073
41 H 0.36 -4.78 2.75  C35 1.137
42 H 1.96 -4.16 0.73  C36 1.131
43 H 1.25 -5.01 -1.48  C37 1.067
44 H -0.06 -6.12 -0.78  C37 1.166
45 H 1.69 -6.43 -0.53  C37 1.094
46 H -0.26 -3.56 -0.76  O38 1.011
47 C -2.72 -1.58 -0.46  C48 1.516, H51 1.139, H52 1.105, H53 1.086
48 C -2.90 -1.40 1.04  C47 1.516, C49 1.530, O50 1.461, H54 1.063
49 C -3.75 -2.38 1.85  C48 1.530, H55 1.071, H56 1.129, H57 1.064
50 O -1.55 -1.48 1.57  C48 1.461, H58 0.956
51 H -2.00 -0.86 -0.95  C47 1.139
52 H -3.74 -1.48 -0.89  C47 1.105
53 H -2.47 -2.62 -0.66  C47 1.086
54 H -3.23 -0.41 1.25  C48 1.063
55 H -4.75 -2.30 1.48  C49 1.071
56 H -3.85 -2.00 2.91  C49 1.129
57 H -3.41 -3.38 1.96  C49 1.064
58 H -1.20 -2.34 1.37  O50 0.956
59 C 3.12 3.32 3.84  C60 1.538, H63 1.124, H64 1.087, H65 1.066
60 C 4.13 2.19 4.13  C59 1.538, C61 1.543, O62 1.431, H66 1.089
61 C 3.77 1.42 5.42  C60 1.543, H67 1.076, H68 1.042, H69 1.074
62 O 4.13 1.23 3.07  C60 1.431, H70 0.941
63 H 3.40 4.07 3.06  C59 1.124
64 H 2.93 3.84 4.77  C59 1.087
65 H 2.21 2.83 3.60  C59 1.066
66 H 5.15 2.57 4.22  C60 1.089
67 H 4.13 1.93 6.29  C61 1.076
68 H 4.18 0.46 5.40  C61 1.042
69 H 2.72 1.26 5.56  C61 1.074
70 H 4.81 1.53 2.49  O62 0.941
71 C -0.76 2.25 -4.28  C72 1.507, H75 1.075, H76 1.094, H77 1.086
72 C -1.08 2.23 -2.81  C71 1.507, C73 1.516, O74 1.439, H78 1.133
73 C -2.52 2.46 -2.38  C72 1.516, H79 1.070, H80 1.047, H81 1.072
74 O -0.60 1.00 -2.21  C72 1.439, H82 0.980
75 H 0.12 1.66 -4.48  C71 1.075
76 H -0.54 3.26 -4.65  C71 1.094
77 H -1.57 1.79 -4.84  C71 1.086
78 H -0.55 3.09 -2.29  C72 1.133
79 H -3.15 1.78 -2.92  C73 1.070
80 H -2.79 3.43 -2.64  C73 1.047
81 H -2.63 2.31 -1.33  C73 1.072
82 H -0.83 1.08 -1.26  O74 0.980
83 C 1.12 -0.63 0.03  C84 1.573, H87 1.123, H88 1.089, H89 1.093
84 C 0.78 0.70 0.79  C83 1.573, C85 1.472, O86 1.476, H90 1.081
85 C 1.51 1.89 0.32  C84 1.472, H91 1.133, H92 1.061, H93 1.076
86 O -0.66 1.03 0.68  C84 1.476, H94 0.964
87 H 2.21 -0.88 0.08  C83 1.123
88 H 0.92 -0.38 -1.01  C83 1.089
89 H 0.48 -1.51 0.15  C83 1.093
90 H 0.91 0.53 1.85  C84 1.081
91 H 2.56 1.97 0.74  C85 1.133
92 H 1.02 2.80 0.54  C85 1.061
93 H 1.52 1.94 -0.76  C85 1.076
94 H -1.00 0.19 1.03  O86 0.964
95 C -0.87 0.99 5.95  C96 1.567, H99 1.096, H100 1.151, H101 1.074
96 C -1.83 1.30 4.75  C95 1.567, C97 1.570, O98 1.408, H102 1.041
97 C -1.20 2.33 3.76  C96 1.570, H103 1.156, H104 1.086, H105 1.067
98 O -2.26 0.07 4.21  C96 1.408, H106 0.971
99 H -1.34 0.25 6.61  C95 1.096
100 H -0.65 2.02 6.42  C95 1.151
101 H 0.03 0.64 5.48  C95 1.074
102 H -2.67 1.80 5.12  C96 1.041
103 H -0.67 3.25 4.23  C97 1.156
104 H -1.94 2.75 3.09  C97 1.086
105 H -0.43 1.90 3.15  C97 1.067
106 H -1.76 -0.15 3.41  O98 0.971
107 C 2.56 -2.83 -3.03  C108 1.486, H111 1.087, H112 1.146, H113 1.100
108 C 3.62 -3.63 -2.38  C107 1.486, C109 1.488, O110 1.474, H114 1.108
109 C 4.99 -3.39 -2.93  C108 1.488, H115 1.054, H116 1.113, H117 1.094
110 O 3.65 -3.31 -0.94  C108 1.474, H118 0.980
111 H 2.45 -3.06 -4.09  C107 1.087
112 H 2.77 -1.70 -3.01  C107 1.146
113 H 1.57 -3.07 -2.62  C107 1.100
114 H 3.26 -4.68 -2.41  C108 1.108
115 H 4.94 -3.48 -3.98  C109 1.054
116 H 5.65 -4.20 -2.55  C109 1.113
117 H 5.39 -2.41 -2.64  C109 1.094
118 H 3.53 -2.34 -0.86  O110 0.980

Atomic partial charges in e from the Mulliken method, atoms 1 to 4: atom 1 (C): -0.72, atom 2 (O): -0.38, atom 3 (C): -0.69, atom 4 (C): 0.44